# 1
This record from the OMol25 dataset describes a molecular structure, C23H34Cl5N2O6P2RbS in a non-equilibrium geometry. The level of theory is wB97M-V/def2-TZVPD.

Its max |F| is 2.1 eV Å⁻¹. The calculation puts the LUMO energy at -0.03 eV. The value obtained for the energy above the lowest of the compared OMol25 structures with the same formula, charge and spin is 23.0 kcal per mole. As for the total charge: 0. For the total energy, the calculation gives -132353.636 eV.

The geometry in XYZ format:
```
74
Properties=species:S:1:pos:R:3:forces:R:3:nbo_charge:R:1
Rb -1.773 -0.716 -0.641 -1.19 -1.77 0.04 0.90
C 4.382 -0.999 0.857 -0.16 0.05 0.05 -0.63
C 2.999 -1.594 1.065 0.28 -0.29 -0.21 0.12
C 2.675 -2.685 0.057 -0.10 0.13 0.09 -0.64
O 1.993 -0.564 1.067 -0.10 0.32 -0.16 -0.84
P 1.403 0.278 -0.152 0.92 -0.05 0.78 2.44
O 0.650 -0.504 -1.140 0.95 0.17 -0.26 -1.13
C 0.527 1.483 0.878 -0.34 -0.08 -0.66 -1.26
P -0.682 2.455 -0.051 0.29 1.05 0.22 2.44
O -1.691 1.674 -0.771 0.10 1.55 -0.20 -1.13
O 0.306 3.319 -0.960 -0.33 -0.10 0.20 -0.84
C -0.080 4.224 -2.034 -0.11 0.30 -0.29 0.12
C -0.554 5.559 -1.479 0.13 -0.21 0.13 -0.63
C -1.092 3.629 -3.001 0.14 -0.18 0.25 -0.64
O -1.435 3.432 0.947 0.24 -0.11 -0.21 -0.83
C -1.030 4.122 2.150 0.17 0.04 0.34 0.12
C -1.043 3.165 3.334 -0.06 -0.02 -0.19 -0.64
C 0.295 4.861 2.017 -0.19 -0.05 -0.15 -0.64
O 2.610 1.106 -0.773 -0.26 -0.02 0.15 -0.84
C 3.089 0.879 -2.125 0.19 0.07 -0.37 0.11
C 4.456 1.532 -2.199 -0.12 -0.08 0.13 -0.62
C 2.139 1.464 -3.156 -0.05 -0.05 0.22 -0.64
H 5.143 -1.750 1.065 -0.01 -0.02 -0.02 0.22
H 4.531 -0.154 1.530 0.05 0.01 -0.02 0.22
H 4.503 -0.653 -0.170 0.03 -0.03 0.03 0.21
H 2.944 -2.000 2.078 -0.05 0.02 -0.02 0.18
H 2.788 -2.309 -0.962 -0.01 -0.06 -0.01 0.22
H 1.645 -3.029 0.165 0.02 -0.04 -0.05 0.23
H 3.348 -3.531 0.197 0.02 0.00 -0.01 0.22
H 1.282 2.113 1.342 0.00 0.04 0.04 0.29
H -0.012 0.918 1.644 0.05 -0.05 0.00 0.32
H 0.859 4.386 -2.567 0.02 -0.06 0.07 0.18
H -1.445 5.419 -0.867 -0.04 0.05 0.00 0.22
H -0.798 6.231 -2.302 0.00 -0.02 -0.02 0.22
H 0.228 6.022 -0.878 -0.03 0.03 0.01 0.21
H -2.065 3.521 -2.526 -0.06 -0.01 -0.04 0.23
H -0.768 2.646 -3.341 -0.04 0.00 -0.04 0.23
H -1.187 4.289 -3.863 0.03 0.02 0.00 0.22
H -1.825 4.856 2.290 -0.02 -0.04 -0.04 0.19
H -0.159 2.526 3.343 0.00 0.01 0.04 0.20
H -1.929 2.532 3.297 0.00 0.01 0.04 0.24
H -1.062 3.738 4.261 0.03 -0.02 0.02 0.22
H 1.088 4.197 1.677 0.08 0.01 0.04 0.20
H 0.579 5.265 2.989 -0.01 0.00 0.01 0.22
H 0.216 5.685 1.312 0.03 0.00 -0.02 0.22
H 3.172 -0.199 -2.287 -0.01 0.00 0.08 0.18
H 4.352 2.606 -2.038 0.04 0.01 -0.01 0.21
H 4.894 1.363 -3.182 0.01 0.01 -0.01 0.22
H 5.127 1.132 -1.439 0.01 0.01 -0.03 0.22
H 2.061 2.542 -3.013 0.01 0.01 -0.03 0.20
H 1.151 1.017 -3.065 0.00 0.00 -0.04 0.24
H 2.527 1.265 -4.155 0.00 0.01 -0.01 0.22
Cl -4.580 -1.725 -1.222 -0.83 0.34 -0.10 -0.04
C -3.924 -3.336 -1.069 0.73 -0.51 0.13 -0.10
C -2.538 -3.452 -1.065 -0.46 -0.78 -0.02 -0.39
C -2.104 -4.766 -0.989 -0.24 0.39 -0.20 -0.09
Cl -0.370 -5.040 -1.110 0.42 -0.11 0.17 -0.06
C -2.926 -5.886 -0.899 0.00 -0.05 0.01 -0.11
Cl -2.285 -7.496 -0.825 0.01 0.04 0.05 0.01
C -4.306 -5.697 -0.874 0.08 0.04 -0.01 -0.11
Cl -5.372 -7.050 -0.760 0.00 0.01 0.03 0.03
C -4.813 -4.401 -0.967 -0.15 0.03 0.01 -0.10
Cl -6.525 -4.158 -0.957 -0.05 0.02 0.00 0.02
S -1.754 -0.906 2.603 0.05 0.51 0.10 -0.31
C -1.926 -2.550 2.410 0.24 -0.29 0.42 0.26
N -0.787 -3.325 2.318 -0.36 -0.11 -0.15 -0.52
C -0.816 -4.671 2.325 -0.08 -0.09 0.02 0.12
C -2.014 -5.310 2.402 0.08 -0.06 -0.11 -0.34
C -3.157 -4.490 2.424 0.05 0.10 0.04 0.16
N -3.119 -3.181 2.447 -0.19 -0.03 -0.16 -0.46
H 0.081 -2.815 2.257 0.07 0.01 0.01 0.43
H 0.130 -5.186 2.282 0.07 0.02 -0.10 0.23
H -2.081 -6.386 2.399 0.01 -0.01 -0.02 0.25
H -4.146 -4.936 2.442 0.01 -0.01 -0.03 0.21
```
Positions in Å, forces in eV/Å.

=====

# 2
This record from the OMol25 dataset describes a molecular structure, C21H28N12O7SSc in a non-equilibrium geometry. The level of theory is wB97M-V/def2-TZVPD.

Its max |F| is 1.7 eV Å⁻¹. The calculation puts the LUMO energy at -2.42 eV. The value obtained for the energy above the lowest of the compared OMol25 structures with the same formula, charge and spin is 0.0 kcal per mole. As for the total charge: +1. For the total energy, the calculation gives -85974.367 eV.

The geometry in XYZ format:
```
70
Properties=species:S:1:pos:R:3:forces:R:3:nbo_charge:R:1
Sc -1.604 -0.195 0.573 0.00 -0.40 -1.01 1.72
C 2.052 3.027 -2.798 -0.62 -0.92 -0.29 -0.27
O 1.397 3.719 -1.736 -0.16 0.43 0.34 -0.52
C 0.165 3.304 -1.375 0.55 -0.19 -0.02 0.89
O -0.419 2.389 -1.912 -0.40 -0.05 -0.04 -0.67
N -0.268 4.035 -0.315 0.51 0.10 -0.30 -0.47
N -1.462 3.727 0.317 0.19 -0.37 -0.52 -0.65
H 2.544 3.729 -3.455 -0.02 0.31 0.06 0.21
H 1.306 2.435 -3.351 0.35 0.28 0.07 0.21
H 2.784 2.341 -2.376 0.12 0.05 0.05 0.18
H 0.430 4.623 0.115 -0.12 0.11 0.11 0.39
H -2.005 4.557 0.425 -0.36 0.51 0.11 0.37
H -1.297 3.285 1.202 0.08 -0.24 0.40 0.37
N -2.862 1.223 -0.996 1.48 0.73 -0.13 -0.67
N -3.927 1.859 -0.382 -0.54 0.07 0.97 -0.40
C -4.092 1.776 0.953 0.19 0.26 -0.59 0.67
N -5.199 2.269 1.488 0.64 -0.02 0.09 -0.76
N -3.046 1.247 1.624 -0.49 0.57 -0.25 -0.53
N -3.211 0.922 2.931 0.28 -0.80 0.21 0.64
O -4.062 1.416 3.641 -0.15 0.31 0.18 -0.40
O -2.415 0.075 3.325 0.25 0.19 -0.37 -0.38
H -2.145 1.921 -1.291 -0.33 -0.26 0.25 0.44
H -3.171 0.776 -1.843 -0.28 -0.61 -0.08 0.40
H -4.622 2.345 -0.923 0.01 -0.03 -0.14 0.40
H -6.021 2.449 0.961 -0.43 -0.01 -0.51 0.42
H -5.245 2.242 2.485 -0.20 -0.02 0.54 0.45
O -0.467 -1.931 0.786 0.09 -0.25 0.58 -0.57
N -0.263 -2.736 -0.193 -0.06 0.46 0.23 0.21
N -0.605 -2.219 -1.290 0.44 0.05 0.28 0.17
O -1.111 -0.979 -1.315 0.40 -0.83 -0.37 -0.62
C -0.394 -2.998 -2.499 -0.56 0.81 0.26 0.16
C -1.093 -2.501 -3.567 -0.50 -0.05 -1.19 -0.24
C -1.099 -3.172 -4.784 0.19 0.18 -0.14 -0.18
C -0.349 -4.336 -4.924 -0.07 0.39 0.45 -0.20
C 0.374 -4.814 -3.846 0.16 0.28 1.47 -0.19
C 0.361 -4.153 -2.590 -0.02 -0.50 -0.59 -0.24
H -1.665 -1.603 -3.427 -0.10 0.16 -0.05 0.24
H -1.660 -2.772 -5.636 0.17 -0.17 0.41 0.23
H -0.336 -4.857 -5.855 0.01 -0.28 -0.44 0.23
H 0.945 -5.732 -3.895 -0.02 0.03 -0.23 0.23
H 0.882 -4.566 -1.728 -0.11 0.15 -0.27 0.24
C 4.176 -0.151 2.988 0.72 -0.65 -0.03 -0.43
N 2.759 0.113 2.980 -0.22 -0.15 0.94 -0.16
N 2.021 0.192 1.838 0.38 -0.18 -0.71 -0.21
C 0.822 0.758 2.126 -0.14 0.25 0.17 0.59
O -0.076 0.933 1.232 0.40 0.37 0.34 -0.78
C 0.822 1.052 3.499 0.48 -0.36 0.57 -0.39
C 2.032 0.602 4.013 -0.19 0.20 -1.10 0.28
C 2.588 0.596 5.380 0.37 0.03 0.38 -0.67
C 2.367 -0.554 0.659 0.08 -0.06 -0.54 0.17
C 2.205 0.036 -0.593 -0.02 0.21 0.23 -0.22
C 2.496 -0.690 -1.749 -0.34 0.39 0.41 -0.21
C 2.960 -1.991 -1.641 0.13 0.14 -0.46 -0.19
C 3.151 -2.568 -0.398 -0.36 -0.13 0.21 -0.21
C 2.825 -1.867 0.750 0.02 0.22 0.55 -0.23
H 4.502 -0.296 1.958 0.07 0.19 0.16 0.25
H 4.414 -1.085 3.526 -0.24 0.34 -0.15 0.22
H 4.744 0.659 3.458 -0.26 -0.01 -0.20 0.23
H 0.020 1.450 4.088 -0.23 0.08 -0.08 0.25
H 1.838 0.843 6.116 -0.26 0.10 0.06 0.25
H 3.423 1.286 5.518 -0.09 0.14 -0.21 0.24
H 2.985 -0.384 5.634 -0.06 -0.20 -0.05 0.24
H 1.834 1.058 -0.635 0.06 -0.25 -0.12 0.23
H 2.312 -0.219 -2.713 0.13 -0.21 0.15 0.23
H 3.170 -2.549 -2.544 0.02 -0.06 0.05 0.23
H 3.459 -3.603 -0.315 0.14 0.07 -0.01 0.23
H 2.916 -2.328 1.731 -0.04 -0.02 -0.20 0.23
S -6.045 -1.036 -0.145 -0.24 0.15 -0.14 -0.17
C -4.490 -1.147 0.215 -0.54 -0.38 0.03 0.19
N -3.355 -1.234 0.498 -0.34 -0.64 0.22 -0.75
```
Positions in Å, forces in eV/Å.

=====

# 3
This record from the OMol25 dataset describes a molecular structure, C8H14N2PSSc in a non-equilibrium geometry. The level of theory is wB97M-V/def2-TZVPD.

Its max |F| is 2.8 eV Å⁻¹. The calculation puts the LUMO energy (spin up / spin down) at -0.49 / -0.43 eV. The value obtained for the energy above the lowest of the compared OMol25 structures with the same formula, charge and spin is 15.3 kcal per mole. As for the total charge: 0. For the total energy, the calculation gives -52322.770 eV.

The geometry in XYZ format:
```
27
Properties=species:S:1:pos:R:3:forces:R:3:nbo_charge:R:1
C 1.553 -0.875 -1.209 -0.39 0.77 -0.48 -0.39
C 2.329 -1.235 -2.355 -0.98 0.49 0.45 -0.32
C 2.230 -0.176 -3.293 0.06 0.21 0.67 -0.30
C 1.464 0.878 -2.740 -0.56 -0.71 0.60 -0.31
C 0.982 0.443 -1.460 0.46 -0.61 -0.07 -0.41
Sc -1.048 -0.104 0.487 1.48 0.53 -1.60 1.10
P -0.235 0.547 2.771 0.67 0.18 1.58 -0.06
H 1.438 -1.452 -0.282 0.23 0.05 -0.15 0.17
H 2.866 -2.169 -2.491 -0.12 0.19 0.04 0.20
H 2.711 -0.155 -4.272 -0.13 0.01 0.33 0.20
H 0.412 1.084 -0.743 0.64 -0.09 -0.45 0.14
H 1.244 1.838 -3.207 0.04 -0.33 0.12 0.20
H 0.337 1.851 2.994 -0.31 -0.58 0.03 0.04
H 0.910 -0.237 3.185 -0.64 0.43 -0.21 0.06
H -0.985 0.430 4.013 0.52 0.20 -0.57 0.01
S -2.570 1.567 -0.417 0.15 -0.11 -0.28 -0.20
C -3.449 0.419 0.493 1.07 -0.15 -0.93 0.02
N -4.414 0.689 1.366 -2.07 0.59 1.84 -0.61
C -4.817 -0.450 2.189 -0.43 0.82 0.49 -0.23
C -4.067 -1.617 1.584 0.78 0.08 -0.79 -0.22
N -3.053 -0.947 0.702 0.04 -1.60 -1.00 -0.69
H -4.779 1.629 1.501 0.29 -0.61 -0.06 0.42
H -5.903 -0.583 2.141 0.17 -0.09 0.12 0.21
H -4.530 -0.299 3.242 -0.10 -0.05 -0.25 0.20
H -4.680 -2.243 0.937 -0.22 0.02 0.20 0.21
H -3.555 -2.246 2.310 -0.11 0.08 0.05 0.22
H -2.980 -1.466 -0.187 -0.53 0.29 0.31 0.38
```
Positions in Å, forces in eV/Å.

=====

# 4
This record from the OMol25 dataset describes a single C4H5N3O molecule in a non-equilibrium geometry. The level of theory is wB97M-V/def2-TZVPD.

Its max |F| is 2.1 eV Å⁻¹. The calculation puts the LUMO energy at 0.84 eV. The value obtained for the energy above the lowest of the compared OMol25 structures with the same formula, charge and spin is 73.4 kcal per mole. As for the total charge: 0. For the total energy, the calculation gives -10744.433 eV. The SMILES is C=COc1c[nH]nn1.

The geometry in XYZ format:
```
13
Properties=species:S:1:pos:R:3:forces:R:3:nbo_charge:R:1
C -0.009 2.827 -0.786 -0.52 0.36 -0.54 -0.48
C 0.296 1.547 -0.756 0.20 0.45 0.60 0.13
O -0.512 0.675 -0.107 -0.81 0.66 -0.24 -0.47
C -0.154 -0.584 0.056 -0.25 -1.65 1.32 0.36
C -0.674 -1.392 1.060 -0.69 0.22 0.53 -0.14
N 0.032 -2.533 0.891 -0.31 -0.38 -0.38 -0.33
N 0.847 -2.485 -0.186 -0.02 -0.19 1.62 -0.05
N 0.758 -1.287 -0.647 -0.27 0.89 -0.77 -0.29
H 0.642 3.456 -1.363 0.18 0.34 0.09 0.21
H -0.947 3.242 -0.408 0.36 -0.26 -0.06 0.21
H 1.238 1.164 -1.080 0.33 -0.36 -0.45 0.20
H -1.539 -1.309 1.802 1.75 0.07 -1.24 0.24
H 0.022 -3.320 1.523 0.04 -0.14 -0.49 0.42
```
Positions in Å, forces in eV/Å.